Record 1
Density functional theory data (ωB97M-V/def2-TZVPD) for a cluster of 12 separate species, C57H125O43P7 in total at a distorted geometry.

HOMO energy = -10.25 eV
2S+1 = 1
HOMO-LUMO gap = 0.3824 hartree
SMILES = CCOP(=O)(OCC)OCC.CCOP(=O)(OCC)OCC.CCOP(=O)(OCC)OCC.CCOP(=O)(OCC)OCC.CCOP(=O)(OCC)OCC.CCOP(=O)(OCC)OCC.CCOP(=O)(OCC)OCC.O=C1OCCO1.O=C1OCCO1.O=C1OCCO1.O=C1OCCO1.O=C1OCCO1
Total charge = 0

```
232
C57H125O43P7 (ωB97M-V/def2-TZVPD)
H 1.022 -8.379 14.156
H 1.740 -6.956 11.600
P 9.921 -6.260 -5.024
O -1.923 7.742 -0.563
P 2.461 0.957 -16.742
C -10.610 0.866 8.035
C 2.014 -6.635 -5.143
H -8.632 10.875 4.555
H -9.787 -0.986 8.891
C -9.021 0.118 3.917
O -0.772 -5.426 13.205
P -1.103 -6.414 12.134
H 2.904 -8.504 -5.744
O -0.764 6.615 -7.834
H -6.056 -5.563 -8.318
C 4.444 -0.704 -17.259
O -6.670 -4.841 -6.479
O 12.254 1.979 9.739
H 0.628 2.650 -18.759
H -1.549 -0.498 -2.864
H -11.077 0.430 4.233
H -2.041 2.221 -2.244
H 10.019 -4.448 -2.531
H 12.590 -0.651 10.454
H -1.585 -5.199 8.149
H 2.405 2.106 -12.833
H 3.594 -0.088 -13.708
C -3.804 -6.882 14.252
H -5.741 -3.733 -10.593
H 5.592 5.958 -2.625
C 1.552 -7.601 13.606
C -9.781 -0.459 7.937
C -0.185 0.731 -0.549
O 6.465 3.200 -5.709
C 1.848 -6.552 -7.339
H 1.059 9.729 -9.723
H -9.063 -5.105 -5.170
H 9.882 -5.023 -8.382
C -9.969 -3.260 -4.638
H 4.680 -1.744 -17.033
H -5.838 6.569 6.827
H -9.053 -2.707 -4.429
H 2.640 -7.623 13.662
H -3.768 7.379 -1.307
C -8.649 9.905 4.058
O 0.585 8.264 -7.159
O -6.998 -2.378 -5.741
H -6.096 12.939 8.634
H -10.506 1.589 3.070
H 8.227 -3.839 -6.304
O 10.676 0.035 10.745
H 5.562 3.540 -1.684
O -8.804 -0.502 5.155
C 11.572 -1.002 10.626
H 10.729 -2.526 11.882
O -0.954 -5.783 10.638
H 12.863 -7.586 -4.177
O 11.230 2.152 12.130
C 1.157 -7.705 12.137
H 12.960 4.429 13.810
H -6.951 -7.686 -6.315
C 1.460 8.825 -9.264
H -10.186 8.262 4.067
C 2.693 0.380 -14.103
H -3.933 6.491 5.455
O 2.861 1.259 -15.207
C 9.126 1.709 8.835
H 1.245 -6.659 14.061
C 8.685 -4.716 -6.761
H -7.155 10.670 8.507
C 0.012 1.925 -16.770
H -8.664 -3.095 9.007
H -8.144 0.705 3.647
H 13.560 3.188 12.892
C 12.084 -6.922 -2.258
C 7.989 0.779 9.212
H 1.618 -8.650 11.849
C -6.765 -5.876 -7.551
O 0.591 7.748 -9.274
C 12.656 3.450 13.441
C -5.818 -2.583 -8.704
H 0.430 2.716 -16.147
C 7.938 -4.207 -2.287
H 7.132 5.227 -2.180
H -3.271 7.882 6.301
H -4.118 9.611 -1.409
H -3.350 -5.909 14.441
H 7.944 -5.501 -6.911
H -10.516 -4.813 -6.128
O 0.829 0.756 -16.739
C -1.027 0.431 -2.635
C -6.488 10.967 7.698
O 11.451 -6.210 -4.513
C -10.218 1.047 3.971
H 11.125 -6.708 -1.785
H 12.570 -7.739 -1.725
H 7.035 -3.977 -2.853
H 8.093 -3.319 -1.674
H 12.689 2.638 14.169
C -1.927 1.230 -1.807
H -8.736 -0.181 7.795
H 2.667 8.469 -7.556
H 1.136 -8.570 -5.285
H -10.179 1.746 4.806
O 0.093 0.245 -1.843
H -4.706 -2.264 -10.439
O 1.609 -7.800 -7.008
H 1.679 9.990 -7.505
C 5.324 3.987 -2.649
H -1.099 2.822 -18.453
O 9.700 2.262 10.007
H 1.943 -0.369 -14.357
H 2.357 8.408 -9.722
H 8.399 -4.416 -8.831
H -3.592 -8.550 12.896
H -0.977 1.649 -16.403
H -8.997 -4.595 6.312
H 9.879 1.334 8.142
H -9.071 -0.678 3.174
C -3.308 7.900 -0.467
H 7.572 0.349 8.302
H 11.640 4.120 11.662
H 9.586 -3.239 -8.169
H 9.153 -3.835 -4.027
C -0.233 2.183 -18.280
H -0.754 0.862 -3.598
H 8.356 0.040 9.925
H -10.315 1.456 7.167
C 9.177 -4.246 -8.088
H 8.666 2.512 8.258
H -5.479 10.645 7.955
C -1.239 8.910 -0.561
P 11.072 1.632 10.591
H 7.728 -4.993 -1.561
H -7.520 -4.275 7.221
P -9.620 -1.809 5.692
H -6.136 12.898 6.882
H 1.022 1.403 -13.250
H -6.195 -7.970 -7.814
C -6.639 12.536 7.779
O -1.355 1.172 -0.540
H -10.646 -2.477 -4.978
O -7.031 -3.130 -8.342
H -7.823 -5.925 -7.808
O 6.607 4.978 -4.183
C -9.635 -4.340 -5.695
H -10.339 1.487 8.889
H -3.392 6.345 7.138
O -8.942 -3.768 -6.764
H 4.088 -0.750 -19.347
O 1.928 -6.143 -8.485
H 5.037 -0.107 -16.566
C 11.648 -1.944 11.804
H 5.780 -0.886 -18.931
C 1.943 -7.990 -5.733
H 1.172 -6.478 -4.470
H -2.418 -4.369 10.466
H -7.669 12.893 7.740
H -5.310 7.799 7.983
C 6.271 3.745 -4.595
H -6.456 -2.213 -10.799
C 1.695 8.927 -7.743
O 9.015 -5.883 -3.704
O 9.558 -7.564 -5.671
O -2.153 9.849 -0.593
C -9.984 9.301 4.328
P -7.189 8.935 6.128
C -3.893 6.996 6.421
O 9.833 -4.955 -5.957
C 9.164 -4.543 -3.199
C 11.494 3.469 12.523
C 6.281 5.146 -2.856
H -10.158 9.397 5.400
O -6.925 10.525 6.443
O 2.143 -5.809 -6.263
C -1.077 -4.449 8.756
H -4.996 -3.195 -8.334
H 11.217 -1.487 9.717
H -0.753 -3.750 10.817
O -0.006 9.056 -0.664
H -2.912 0.769 -1.885
H 7.207 1.344 9.720
H -4.762 -6.651 13.788
H -3.588 7.464 0.492
H 4.289 4.305 -2.777
C 2.029 1.093 -12.972
C -6.274 -7.218 -7.029
H -10.817 9.859 3.901
O -2.612 -6.983 12.197
O -7.638 9.025 4.504
H 0.004 -4.366 8.644
H 11.672 -1.409 12.753
H -10.285 -3.328 8.201
C -5.205 7.447 6.957
H 4.903 0.712 -18.728
H -10.344 -3.619 -3.679
C -9.253 -3.665 8.289
C -2.986 -7.758 13.337
H 11.299 -8.201 -3.700
O 0.465 0.446 0.497
H -9.320 -4.663 8.724
H -8.485 9.965 2.982
O -8.047 8.164 6.997
C -1.351 -4.482 10.274
H 12.446 -2.655 11.590
H 2.861 -6.711 -4.460
C -3.514 9.386 -0.530
C 4.854 -0.375 -18.668
O -8.368 -2.646 6.347
O -5.725 8.315 5.966
H -4.001 9.801 0.352
O 5.654 3.151 -3.631
H 12.697 -6.024 -2.183
H -5.301 -7.111 -6.550
C 0.073 7.482 -8.080
O -10.520 -2.611 4.790
H 2.036 0.583 -12.009
O 3.065 -0.555 -16.986
C 11.936 -7.317 -3.670
C -5.676 -2.710 -10.221
H 10.657 3.800 13.139
H -11.674 0.687 8.189
O 2.876 1.963 -17.785
H -1.593 -3.571 8.366
P -7.357 -3.431 -6.755
C -8.519 -3.899 7.002
H -3.966 -7.409 15.193
O -0.241 -7.807 12.111
H -0.796 1.358 -18.716
O -10.431 -1.273 6.984
H -5.781 -1.581 -8.276
H -2.131 -8.258 13.792
```

***

Record 2
Density functional theory data (ωB97M-V/def2-TZVPD) for an isolated molecule of C2H2N4O2 at a distorted geometry.

HOMO energy (spin up / spin down) = -10.82 / -10.98 eV
2S+1 = 1
HOMO-LUMO gap (spin up / spin down) = 0.2891 / 0.2743 hartree
Energy above the lowest of the compared OMol25 structures with the same formula, charge and spin = 728.6 kJ/mol
Total charge = 0

```
10
C2H2N4O2 (ωB97M-V/def2-TZVPD)
N -2.700 0.509 -0.099
H 2.324 -0.091 0.876
C 1.656 -0.187 -0.001
N -1.083 -0.834 0.111
O 0.628 0.813 0.096
O 1.451 -1.436 -0.077
H 2.335 0.247 -0.980
C -0.637 0.423 0.074
N -1.642 1.303 -0.034
N -2.332 -0.745 0.034
```